(1)
Formula: C3H10N2P
Source: OMol25
Level of theory: wB97M-V/def2-TZVPD

The geometry in XYZ format:
```
16
C3H10N2P | OMol25 | wB97M-V/def2-TZVPD
C -0.92184 -0.38120 -0.16905
C -1.87907 0.53342 0.44793
C 2.53908 -0.82764 0.75488
N -1.32931 -1.66156 -0.45138
N 0.21257 0.00928 -0.48888
P 1.74355 0.26702 -0.23022
H -2.87718 0.37046 -0.01793
H -1.54318 1.62006 0.36782
H -1.96413 0.29580 1.48556
H 2.10089 -1.70107 1.20858
H 3.57604 -0.91342 0.86798
H 0.05016 2.73005 -1.27445
H -2.19577 -2.07476 -0.11664
H -0.55891 -2.31466 -0.75742
H 0.82196 2.53977 -1.05114
H 2.22513 1.50845 -0.57564
```

The multiplicity is 1. As for the total charge: +1. Its HOMO energy is -13.56 eV.

Computed natural (NBO) charges, given in elementary charges:
1. C 0.600
2. C -0.698
3. C -0.825
4. N -0.743
5. N -0.952
6. P 1.386
7. H 0.260
8. H 0.258
9. H 0.263
10. H 0.269
11. H 0.267
12. H 0.075
13. H 0.428
14. H 0.420
15. H -0.071
16. H 0.063

=====

(2)
Formula: C26H26As2O7P2Pt
Source: OMol25
Level of theory: wB97M-V/def2-TZVPD

The geometry in XYZ format:
```
64
C26H26As2O7P2Pt | OMol25 | wB97M-V/def2-TZVPD
Pt -0.44778 0.36378 1.30219
C -1.33158 2.08356 -1.89275
C -1.36088 0.84467 -2.76473
As 0.30364 -0.17281 -2.66304
C 1.56349 0.94409 -3.69437
C 2.92830 0.84531 -3.45641
C 3.80664 1.64096 -4.18024
C 3.31368 2.50181 -5.15369
C 1.94827 2.60012 -5.38167
C 1.05991 1.81755 -4.66023
C -0.01865 -1.61757 -3.96358
C 1.01403 -2.03305 -4.84605
C 0.81077 -3.13265 -5.71096
C -0.38002 -3.80372 -5.68590
C -1.39462 -3.40379 -4.78448
C -1.20657 -2.29967 -3.91917
As -1.81019 1.77461 -0.01130
C -2.15998 3.59869 0.56182
C -3.11236 3.80751 1.55687
C -3.39065 5.09710 1.97691
C -2.71138 6.17158 1.41739
C -1.74031 5.95868 0.44889
C -1.45732 4.67118 0.02035
C -3.57803 0.98683 -0.04332
C -4.59492 1.57266 -0.79346
C -5.85958 1.00800 -0.79166
C -6.11125 -0.13160 -0.03886
C -5.09831 -0.71578 0.70843
C -3.83057 -0.15453 0.71248
H -2.08638 2.79027 -2.24021
H -0.36394 2.58818 -1.91813
H -1.53227 1.09560 -3.81206
H -2.15311 0.17575 -2.43396
H 3.31400 0.18342 -2.69210
H 4.86861 1.58166 -3.98651
H 4.00196 3.08306 -5.75316
H 1.56683 3.28566 -6.12670
H -0.00060 1.89266 -4.86167
H 1.95792 -1.49820 -4.86217
H 1.59524 -3.43375 -6.39242
H -0.54913 -4.64128 -6.34908
H -2.32456 -3.95869 -4.74012
H -1.97134 -2.02258 -3.20520
H -3.63973 2.96320 1.98534
H -4.13896 5.26326 2.73975
H -2.93900 7.17892 1.73871
H -1.20259 6.79624 0.02575
H -0.69097 4.51718 -0.72893
H -4.39799 2.47825 -1.35671
H -6.65457 1.46392 -1.36640
H -7.10629 -0.55563 -0.02313
H -5.29941 -1.60379 1.29237
H -3.04343 -0.60720 1.30172
O 1.95946 -0.38225 1.96591
P 2.15000 -0.55693 0.38487
O 3.51299 -0.65922 -0.11469
O 1.24899 0.57577 -0.16517
O 1.37576 -1.96581 0.10252
P -0.21728 -2.14687 0.14390
O -0.44314 -3.66345 -0.15269
O -0.78342 -1.34564 -0.99645
O -0.72516 -1.73842 1.52654
H 2.64447 -0.79082 2.51983
H -0.42888 -4.26625 0.60835
```

The multiplicity is 5. As for the total charge: +2. Its HOMO energy (alpha / beta) is -13.95 / -14.17 eV. As for the expectation value of S²: 6.0275.

Computed natural (NBO) charges, given in elementary charges:
1. Pt 0.989
2. C -0.725
3. C -0.743
4. As 1.478
5. C -0.298
6. C -0.259
7. C -0.169
8. C -0.164
9. C -0.196
10. C -0.249
11. C -0.260
12. C 0.029
13. C -0.145
14. C -0.186
15. C 0.082
16. C -0.193
17. As 1.109
18. C -0.380
19. C -0.199
20. C -0.189
21. C -0.161
22. C -0.209
23. C -0.160
24. C -0.399
25. C -0.152
26. C -0.213
27. C -0.171
28. C -0.186
29. C -0.216
30. H 0.265
31. H 0.257
32. H 0.251
33. H 0.258
34. H 0.256
35. H 0.244
36. H 0.242
37. H 0.240
38. H 0.212
39. H 0.255
40. H 0.264
41. H 0.267
42. H 0.250
43. H 0.263
44. H 0.227
45. H 0.239
46. H 0.239
47. H 0.236
48. H 0.206
49. H 0.210
50. H 0.237
51. H 0.238
52. H 0.234
53. H 0.223
54. O -1.030
55. P 2.523
56. O -1.063
57. O -1.097
58. O -1.085
59. P 2.579
60. O -0.978
61. O -1.145
62. O -1.073
63. H 0.549
64. H 0.541

=====

Going through the records in order, we get DFT total energy values of -570.8063 -6806.1444 hartree.